[1]
Density functional theory data (the ωB97M-V functional and the def2-TZVPD basis) for a cluster of 2 separate species, C4H8O2 in total in a non-equilibrium geometry.

The HOMO-LUMO gap is 9.2 eV. The value obtained for the HOMO energy is -8.7 eV. As for the multiplicity: 1. As for the SMILES: C=C(C)O.C=O. The energy above the lowest of the compared OMol25 structures with the same formula, charge and spin is 70.1 kcal per mole. Its LUMO energy is 0.55 eV.

Each line ends with the natural charge from an NBO analysis.
CARTESIAN COORDINATES (ANGSTROEM)
1 C 0.25364 0.21010 0.80433  -0.57
2 C 0.16617 -0.51852 -0.35524  0.35
3 C 0.77040 0.16259 -1.56121  -0.68
4 O -0.22438 -1.78526 -0.51392  -0.65
5 H 0.15383 -0.05650 1.83772  0.21
6 H 0.48875 1.27927 0.62792  0.20
7 H 0.68159 -0.44433 -2.46095  0.20
8 H 0.22501 1.03275 -1.76062  0.23
9 H 1.75396 0.51115 -1.29032  0.24
10 H -0.07146 -2.02642 -1.49367  0.48
11 C -2.34837 1.12199 2.51698  0.28
12 O -2.81819 0.91813 3.59669  -0.50
13 H -2.76869 1.83319 1.86650  0.09
14 H -1.49167 0.53614 2.11641  0.12


[2]
Density functional theory data (the ωB97M-V functional and the def2-TZVPD basis) for a structure of composition C6H24N12O6V in a non-equilibrium geometry.

The HOMO-LUMO gap (spin up / spin down) is 3.0 / 5.2 eV. The value obtained for the HOMO energy (spin up / spin down) is -14.0 / -14.0 eV. As for the multiplicity: 4. The energy above the lowest of the compared OMol25 structures with the same formula, charge and spin is 325.2 kcal per mole. As for the net charge: +2. Its LUMO energy (spin up / spin down) is -11.05 / -8.81 eV.

Each line ends with the Löwdin spin population.
CARTESIAN COORDINATES (ANGSTROEM)
1 V 0.28326 -0.08003 0.00107  3.28
2 C 1.98582 3.99798 -2.92555  0.00
3 O 1.89358 3.22197 -1.99264  -0.01
4 N 1.03571 4.81298 -3.10968  0.00
5 N 2.90487 4.10008 -3.84734  0.00
6 H 0.21881 4.95884 -2.53392  0.00
7 H 1.09170 5.27375 -4.00671  0.00
8 H 3.07767 5.02271 -4.22015  0.00
9 H 3.70847 3.50355 -3.71137  0.00
10 C 0.40326 3.07531 4.36222  0.00
11 O 0.57763 2.15204 3.67849  0.00
12 N 0.14800 4.25947 3.93985  0.00
13 N 0.57246 3.13175 5.63099  0.00
14 H 0.33418 4.36276 2.95254  0.00
15 H 0.18959 4.95418 4.67179  0.00
16 H 0.88120 2.27348 6.06476  0.00
17 H 0.64843 4.01412 6.11652  0.00
18 C -4.82754 1.37150 0.34241  -0.02
19 O -3.62010 1.45798 0.08844  -0.23
20 N -5.54664 2.39264 0.55179  -0.01
21 N -5.50695 0.25237 0.32509  -0.01
22 H -6.51881 2.23140 0.77311  0.00
23 H -5.06610 3.26397 0.72488  0.00
24 H -6.46306 0.36597 0.63014  0.00
25 H -5.21089 -0.67005 0.03944  0.00
26 C -2.24652 -4.01754 2.66563  0.00
27 O -1.76941 -3.04878 2.15424  0.00
28 N -3.26895 -3.90162 3.49678  0.00
29 N -1.89695 -5.26509 2.43144  0.00
30 H -3.86741 -4.70806 3.38910  0.00
31 H -3.52629 -2.96322 3.76749  0.00
32 H -2.33053 -6.07517 2.85082  0.00
33 H -1.05514 -5.39679 1.88913  0.00
34 C 4.56173 -2.93650 0.97331  0.00
35 O 3.49409 -2.40154 0.75595  0.00
36 N 5.18511 -3.63602 0.08241  0.00
37 N 5.32527 -2.70960 1.95516  0.00
38 H 4.74441 -3.66221 -0.82599  0.00
39 H 6.16654 -3.87453 0.07849  0.00
40 H 4.87686 -2.15175 2.66777  0.00
41 H 6.28071 -2.52417 1.68523  0.00
42 C 0.27854 -1.72793 -5.09857  0.00
43 O 0.16432 -1.30753 -3.95046  0.00
44 N 1.36918 -1.60759 -5.78328  0.00
45 N -0.80604 -2.11931 -5.74226  0.00
46 H 1.51318 -2.21627 -6.57630  0.00
47 H 2.03957 -0.93184 -5.44556  0.00
48 H -0.73919 -2.37763 -6.71638  0.00
49 H -1.68783 -2.14003 -5.25021  0.00


[3]
Density functional theory data (the ωB97M-V functional and the def2-TZVPD basis) for a cluster of 4 separate species, C4H14O2S in total in a non-equilibrium geometry.

The HOMO-LUMO gap (spin up / spin down) is 7.8 / 6.3 eV. The value obtained for the HOMO energy (spin up / spin down) is -14.6 / -14.7 eV. As for the multiplicity: 2. The energy above the lowest of the compared OMol25 structures with the same formula, charge and spin is 120.2 kcal per mole. As for the net charge: +1. Its LUMO energy (spin up / spin down) is -6.80 / -8.45 eV.

Each line ends with the Löwdin spin population.
CARTESIAN COORDINATES (ANGSTROEM)
1 C 0.20457 2.02132 -0.74573  0.01
2 C 0.14279 1.21156 0.53518  0.04
3 C 1.32519 0.29916 0.86920  0.06
4 C 0.92209 -0.93451 1.66863  0.21
5 S -0.19064 -0.52238 2.92776  1.57
6 H 0.54825 1.28518 -1.45596  0.00
7 H 1.00052 2.75555 -0.65433  0.00
8 H -0.71753 2.44155 -1.12131  0.00
9 H -0.12338 1.78170 1.44464  0.02
10 H -0.73552 0.54802 0.45230  0.01
11 H 1.70422 -0.01159 -0.10352  0.00
12 H 2.11578 0.81903 1.41106  0.00
13 H 0.41646 -1.65637 1.03695  0.04
14 H 1.76889 -1.49101 2.06686  0.04
15 H -2.08372 -1.98706 0.72408  0.00
16 H 0.07288 -2.14442 -2.16393  -0.01
17 H -0.89309 -0.47765 -1.65074  -0.02
18 O 0.27090 -1.30935 -1.71018  -0.81
19 H -2.38370 -0.28758 -2.21973  0.00
20 H -1.64420 -2.43263 0.32179  0.00
21 O -1.72077 0.09148 -1.63302  -0.15


[4]
Density functional theory data (the ωB97M-V functional and the def2-TZVPD basis) for a structure of composition C20H35BF13N2O30S8Zr in a non-equilibrium geometry.

The HOMO-LUMO gap is 5.0 eV. The value obtained for the HOMO energy is -12.4 eV. As for the multiplicity: 1. As for the net charge: +1. Its LUMO energy is -7.44 eV.

Each line ends with the Löwdin charge.
CARTESIAN COORDINATES (ANGSTROEM)
1 Zr 1.65444 0.83243 1.91514  1.99
2 N 0.31381 0.39181 0.44120  -0.42
3 S -0.73253 1.01780 -0.62383  0.50
4 O -2.11444 0.73096 -0.39710  -0.16
5 O -0.21478 1.26555 -1.92700  -0.16
6 F -0.52120 2.46692 0.03999  -0.18
7 S -0.01398 -1.16294 -0.30460  0.59
8 O 0.26161 -1.39570 -1.69797  -0.18
9 O -1.10130 -1.80885 0.37104  -0.19
10 F 1.30349 -1.86302 0.28371  -0.19
11 N 2.58978 2.29470 0.87953  -0.45
12 S 3.32279 3.77098 1.02756  0.51
13 O 2.97139 4.92141 0.24203  -0.16
14 O 4.60450 3.76022 1.69291  -0.19
15 F 2.46304 4.14023 2.33508  -0.21
16 S 3.64104 2.15813 -0.59405  0.59
17 O 4.97302 1.72624 -0.43883  -0.16
18 O 3.23996 2.93853 -1.73015  -0.14
19 F 2.85710 0.79928 -0.95817  -0.20
20 B 0.05042 -0.63320 3.23855  -0.30
21 H 0.42883 -0.93993 4.27182  0.03
22 H -0.97157 -1.09724 3.07370  0.03
23 H 0.01303 0.44149 2.97448  -0.08
24 H 0.81785 -1.01866 2.52768  -0.07
25 C 1.49830 3.68020 5.52401  -0.03
26 C 0.23021 2.86981 5.40021  -0.17
27 O -0.72567 3.49581 4.53165  0.07
28 C -0.58119 3.46175 3.21791  -0.29
29 O 0.18410 2.71471 2.63005  -0.01
30 C -1.40323 4.59061 2.49726  -0.56
31 F -2.21384 4.08564 1.57688  0.20
32 F -2.04669 5.28943 3.40318  0.22
33 F -0.50709 5.35575 1.88800  0.19
34 H 2.11449 3.47574 6.39691  0.10
35 H 1.19352 4.72697 5.51642  0.10
36 H 2.15722 3.51281 4.66846  0.05
37 H -0.30350 2.85114 6.34984  0.14
38 H 0.36130 1.81965 5.13064  0.11
39 C -0.90139 9.07419 -1.80118  -0.05
40 C -0.86441 7.93028 -0.80256  -0.21
41 O -1.72659 6.89924 -1.28618  0.01
42 C -1.25792 5.76388 -1.84302  -0.37
43 O -0.11629 5.43455 -1.91475  0.17
44 C -2.37650 4.78882 -2.30518  -0.54
45 F -2.23056 4.57752 -3.62698  0.16
46 F -2.18481 3.60502 -1.74154  0.16
47 F -3.59416 5.27303 -2.09471  0.19
48 H -0.40296 9.98398 -1.47329  0.08
49 H -1.94069 9.26819 -2.06707  0.08
50 H -0.44985 8.76806 -2.74670  0.08
51 H -1.24039 8.16828 0.19465  0.12
52 H 0.13259 7.57034 -0.53633  0.12
53 C 3.43473 -5.05625 1.40628  -0.06
54 C 3.88272 -4.38586 2.68070  -0.22
55 O 5.17369 -4.87875 3.03992  0.03
56 C 5.34256 -5.18670 4.34447  -0.36
57 O 4.56531 -4.97397 5.22306  0.17
58 C 6.74449 -5.80964 4.61206  -0.56
59 F 7.61846 -4.88244 4.94082  0.20
60 F 6.61744 -6.72744 5.55748  0.19
61 F 7.15478 -6.43810 3.49290  0.15
62 H 2.84832 -5.94413 1.64891  0.09
63 H 4.30160 -5.39926 0.84518  0.09
64 H 2.73330 -4.37763 0.92174  0.06
65 H 3.14287 -4.64163 3.43824  0.12
66 H 3.90078 -3.30554 2.52060  0.11
67 C -4.16927 -0.85826 1.82961  -0.20
68 C -5.03322 0.12135 1.08233  -0.13
69 O -5.33532 1.13306 2.09787  -0.19
70 S -4.36904 1.02061 3.41656  0.71
71 O -5.03910 0.44836 4.56994  -0.22
72 O -3.63976 2.27149 3.51033  -0.25
73 O -3.41174 -0.12326 2.75589  -0.22
74 H -3.47348 -1.38007 1.17637  0.10
75 H -4.65190 -1.62034 2.44751  0.15
76 H -6.04331 -0.19992 0.82552  0.13
77 H -4.62543 0.50427 0.14796  0.12
78 C -5.74854 -2.23043 -1.54174  -0.14
79 C -5.59066 -3.01940 -2.82133  -0.19
80 O -4.33226 -3.62723 -2.78963  -0.18
81 S -3.23490 -2.89780 -1.83673  0.70
82 O -2.38513 -2.00262 -2.58709  -0.23
83 O -2.65142 -3.92573 -1.02048  -0.21
84 O -4.40314 -2.01403 -1.03839  -0.22
85 H -6.48685 -2.70083 -0.89733  0.14
86 H -6.06216 -1.23813 -1.86285  0.13
87 H -5.74497 -2.43844 -3.73146  0.14
88 H -6.27910 -3.86496 -2.85518  0.14
89 C 3.49245 -5.26005 -3.05172  -0.15
90 C 2.90570 -4.11598 -3.86723  -0.16
91 O 1.63059 -3.86374 -3.31372  -0.23
92 S 1.23491 -4.82824 -2.05666  0.68
93 O 0.53468 -5.93094 -2.62195  -0.19
94 O 0.62795 -4.09934 -0.98595  -0.23
95 O 2.83758 -5.09558 -1.80018  -0.21
96 H 4.55709 -5.13370 -2.86361  0.14
97 H 3.35401 -6.26610 -3.44644  0.14
98 H 2.78027 -4.38066 -4.91954  0.14
99 H 3.48576 -3.19342 -3.91093  0.13
100 C -0.55758 -2.72987 -5.29650  -0.17
101 C 0.05201 -1.42580 -4.78229  -0.19
102 O 0.26547 -0.58616 -5.91256  -0.18
103 S -0.32484 -1.26761 -7.26917  0.67
104 O 0.73647 -2.00577 -7.88518  -0.22
105 O -1.21350 -0.38463 -7.99387  -0.22
106 O -1.26987 -2.25984 -6.43506  -0.19
107 H -1.15472 -3.30997 -4.60001  0.13
108 H 0.25095 -3.39553 -5.61068  0.11
109 H 0.98087 -1.59330 -4.23782  0.11
110 H -0.59692 -0.99667 -4.01823  0.10